Record 1
{
  "formula": "C5H10NO",
  "method": "the ωB97M-V functional and the def2-TZVPD basis",
  "gap_ev": 8.748,
  "charge": 1,
  "lumo_energy_ha": -0.188,
  "de_lowest_ev": 3.481,
  "homo_energy_ev": -13.8762,
  "max_force_ev_per_a": 4.93,
  "species": ["C", "C", "C", "C", "C", "N", "O", "H", "H", "H", "H", "H", "H", "H", "H", "H", "H"],
  "xyz": [[-0.86, 0.58, -0.92], [0.45, 1.38, -0.84], [1.74, -0.11, 0.42], [1.23, 0.18, 1.71], [-1.91, -1.59, -0.69], [-0.85, -0.60, -0.62], [1.52, 0.44, -0.67], [-1.76, 1.13, -1.38], [0.60, 2.02, -1.64], [0.47, 1.98, 0.18], [2.57, -0.83, 0.59], [0.16, 0.44, 1.67], [1.78, 1.18, 2.02], [1.42, -0.65, 2.37], [-1.67, -2.35, 0.00], [-1.96, -2.06, -1.74], [-2.93, -1.15, -0.46]],
  "nbo_charge": [0.09, -0.13, 0.56, -0.77, -0.45, -0.41, -0.32, 0.19, 0.25, 0.21, 0.23, 0.28, 0.31, 0.28, 0.22, 0.24, 0.21]
}

---

Record 2
{
  "formula": "C5H10NO",
  "method": "the ωB97M-V functional and the def2-TZVPD basis",
  "gap_ev": [9.509, 6.398],
  "charge": 1,
  "lumo_energy_ha": [-0.090, -0.372],
  "de_lowest_ev": 4.271,
  "spin_multiplicity": 3,
  "homo_energy_ev": [-11.9504, -16.5140],
  "max_force_ev_per_a": 7.12,
  "species": ["C", "C", "C", "C", "C", "N", "O", "H", "H", "H", "H", "H", "H", "H", "H", "H", "H"],
  "xyz": [[-3.56, -1.06, -0.03], [0.56, -1.73, 0.11], [-0.42, 2.56, 0.18], [1.46, -0.55, -0.43], [-0.18, 1.20, -0.21], [-2.44, -0.95, 0.01], [1.02, 0.85, -0.25], [-4.65, -1.35, -0.14], [0.77, -1.77, 1.19], [-0.46, -1.39, 0.03], [0.69, -2.61, -0.32], [0.42, 3.08, 0.09], [-0.73, 2.64, 1.21], [-1.20, 3.04, -0.44], [1.57, -0.70, -1.55], [2.39, -0.55, 0.00], [-0.96, 0.41, -0.41]],
  "nbo_charge": [0.20, -0.64, -0.65, -0.06, 0.09, -0.42, -0.16, 0.28, 0.24, 0.25, 0.25, 0.25, 0.25, 0.27, 0.27, 0.23, 0.35]
}

---

Record 3
{
  "formula": "C5H10NO2",
  "method": "the ωB97M-V functional and the def2-TZVPD basis",
  "gap_ev": 7.627,
  "charge": -1,
  "lumo_energy_ha": 0.152,
  "de_lowest_ev": 3.518,
  "smiles": "C[C@@H](C(=O)[O-])N(C)C",
  "homo_energy_ev": -3.4973,
  "max_force_ev_per_a": 7.26,
  "species": ["C", "C", "C", "O", "O", "N", "C", "C", "H", "H", "H", "H", "H", "H", "H", "H", "H", "H"],
  "xyz": [[-1.73, 0.03, 1.18], [-0.33, -0.31, 0.71], [-0.42, -1.59, -0.18], [-1.60, -2.02, -0.37], [0.70, -1.88, -0.64], [0.38, 0.83, -0.02], [0.13, 0.84, -1.53], [1.83, 0.65, 0.19], [-1.79, -0.23, 2.30], [-2.15, 1.17, 1.27], [-2.52, -0.35, 0.70], [0.30, -0.73, 1.50], [1.15, 0.50, -2.04], [-0.04, 1.81, -1.79], [-0.54, 0.24, -1.92], [2.40, 0.70, -0.66], [2.04, -0.54, 0.17], [2.20, 0.90, 1.12]],
  "nbo_charge": [-0.58, -0.20, 0.76, -0.78, -0.78, -0.45, -0.38, -0.47, 0.18, 0.17, 0.22, 0.20, 0.16, 0.17, 0.20, 0.20, 0.22, 0.18]
}

---

Record 4
{
  "formula": "C5H10NO2",
  "method": "the ωB97M-V functional and the def2-TZVPD basis",
  "gap_ev": 2.869,
  "charge": -1,
  "lumo_energy_ha": 0.027,
  "de_lowest_ev": 6.217,
  "homo_energy_ev": -2.1242,
  "max_force_ev_per_a": 1.41,
  "species": ["C", "C", "N", "C", "C", "C", "O", "O", "H", "H", "H", "H", "H", "H", "H", "H", "H", "H"],
  "xyz": [[0.91, -0.13, 1.08], [2.22, 0.56, 0.67], [3.00, -0.36, -0.11], [-1.16, 0.19, -1.66], [-2.05, -0.64, -0.85], [-2.59, -0.22, 0.48], [-2.74, 1.01, 0.64], [-2.84, -1.17, 1.25], [1.11, -1.17, 1.36], [0.40, 0.35, 1.90], [0.25, -0.23, 0.23], [1.93, 1.41, 0.04], [2.71, 0.93, 1.58], [3.99, -0.13, 0.01], [-1.61, 0.31, -2.65], [-1.18, 1.17, -1.18], [-0.13, -0.18, -1.75], [-2.20, -1.70, -1.03]],
  "nbo_charge": [-0.60, -0.24, -0.90, -0.76, 0.13, 0.63, -0.70, -0.66, 0.20, 0.20, 0.17, 0.14, 0.13, 0.28, 0.24, 0.26, 0.28, 0.19]
}

---

Record 5
{
  "formula": "C5H10NO2",
  "method": "the ωB97M-V functional and the def2-TZVPD basis",
  "gap_ev": 7.672,
  "charge": -1,
  "lumo_energy_ha": 0.130,
  "de_lowest_ev": 0.439,
  "smiles": "CCCCNC(=O)[O-]",
  "homo_energy_ev": -4.1308,
  "max_force_ev_per_a": 2.06,
  "species": ["C", "C", "C", "C", "N", "C", "O", "O", "H", "H", "H", "H", "H", "H", "H", "H", "H", "H"],
  "xyz": [[-0.92, 2.33, 0.03], [-1.31, 0.82, 0.00], [-0.53, -0.03, 0.97], [0.79, -0.53, 0.36], [0.56, -1.69, -0.48], [1.72, -2.47, -0.94], [2.73, -2.38, -0.19], [1.49, -3.11, -1.99], [-0.19, 2.54, 0.82], [-1.74, 3.01, 0.23], [-0.44, 2.64, -0.90], [-1.23, 0.59, -1.07], [-2.39, 0.73, 0.13], [-0.27, 0.48, 1.90], [-1.13, -0.88, 1.31], [1.40, 0.31, -0.03], [1.46, -0.86, 1.15], [-0.01, -1.48, -1.29]],
  "nbo_charge": [-0.61, -0.41, -0.41, -0.22, -0.72, 0.87, -0.81, -0.80, 0.20, 0.19, 0.20, 0.20, 0.19, 0.19, 0.21, 0.15, 0.22, 0.35]
}

---

Record 6
{
  "formula": "C5H10NO2",
  "method": "the ωB97M-V functional and the def2-TZVPD basis",
  "gap_ev": 10.382,
  "charge": 1,
  "lumo_energy_ha": -0.130,
  "de_lowest_ev": 3.348,
  "smiles": "O[C@@]12C[NH2+]C[C@]1(O)C2",
  "homo_energy_ev": -13.9303,
  "max_force_ev_per_a": 3.69,
  "species": ["O", "C", "C", "N", "C", "C", "O", "C", "H", "H", "H", "H", "H", "H", "H", "H", "H", "H"],
  "xyz": [[1.53, 1.73, -0.51], [0.70, 0.77, 0.05], [-0.71, 1.23, -0.31], [-1.67, 0.08, -0.30], [-0.80, -1.15, -0.44], [0.68, -0.72, -0.08], [1.70, -1.54, -0.38], [0.80, -0.05, 1.29], [2.41, 1.51, -0.58], [-0.90, 2.13, 0.15], [-0.73, 1.66, -1.27], [-2.33, 0.18, -1.05], [-2.11, -0.07, 0.65], [-0.62, -1.47, -1.44], [-1.29, -1.94, 0.13], [1.83, -2.19, 0.45], [-0.21, -0.15, 1.72], [1.71, -0.01, 1.95]],
  "nbo_charge": [-0.66, 0.24, -0.26, -0.50, -0.26, 0.22, -0.66, -0.47, 0.50, 0.26, 0.24, 0.46, 0.45, 0.25, 0.23, 0.50, 0.18, 0.28]
}

---

Record 7
{
  "formula": "C5H10NO2",
  "method": "the ωB97M-V functional and the def2-TZVPD basis",
  "gap_ev": 11.634,
  "charge": 1,
  "lumo_energy_ha": -0.126,
  "de_lowest_ev": 0.883,
  "smiles": "O=C(O)[C@@H]1CCC[NH2+]1",
  "homo_energy_ev": -15.0538,
  "max_force_ev_per_a": 3.28,
  "species": ["O", "C", "O", "C", "C", "C", "C", "N", "H", "H", "H", "H", "H", "H", "H", "H", "H", "H"],
  "xyz": [[-0.71, 1.89, -2.18], [-1.10, 1.14, -1.35], [-2.37, 0.76, -1.07], [-0.15, 0.64, -0.25], [0.62, -0.47, -0.88], [1.46, -0.96, 0.30], [0.66, -0.45, 1.57], [-0.71, 0.05, 0.99], [-2.94, 0.71, -1.84], [0.57, 1.42, -0.01], [0.05, -1.39, -1.20], [1.20, -0.21, -1.77], [2.43, -0.45, 0.40], [1.77, -1.98, 0.53], [1.07, 0.41, 2.10], [0.49, -1.18, 2.35], [-1.00, 0.79, 1.62], [-1.32, -0.72, 0.71]],
  "nbo_charge": [-0.49, 0.79, -0.71, -0.17, -0.44, -0.44, -0.21, -0.51, 0.53, 0.26, 0.24, 0.28, 0.24, 0.26, 0.23, 0.24, 0.46, 0.46]
}

---

Record 8
{
  "formula": "C5H10NO2",
  "method": "the ωB97M-V functional and the def2-TZVPD basis",
  "gap_ev": 6.366,
  "charge": 1,
  "lumo_energy_ha": -0.307,
  "de_lowest_ev": 10.418,
  "homo_energy_ev": -14.7218,
  "max_force_ev_per_a": 8.77,
  "species": ["O", "C", "O", "C", "C", "C", "C", "N", "H", "H", "H", "H", "H", "H", "H", "H", "H", "H"],
  "xyz": [[0.40, -1.31, -1.54], [0.91, -0.57, -0.50], [2.29, -0.08, 1.70], [0.20, 0.98, -0.42], [-0.65, 0.07, 0.35], [-2.01, -0.38, 0.03], [-2.44, -1.18, -1.02], [0.98, 1.84, 0.37], [1.96, -0.33, -0.74], [-0.32, 1.54, -1.19], [-0.48, 0.27, 1.44], [0.96, -1.28, 0.39], [-2.84, 0.15, 0.46], [-1.79, -1.90, -1.55], [-3.44, -1.16, -1.41], [2.91, 0.02, 2.39], [1.84, 0.80, 1.30], [1.50, 2.54, -0.06]],
  "nbo_charge": [-0.40, -0.15, -1.03, -0.08, 0.12, -0.33, -0.13, -0.46, 0.32, 0.29, 0.29, 0.40, 0.30, 0.25, 0.23, 0.50, 0.48, 0.39]
}

---

Record 9
{
  "formula": "C5H10NO2",
  "method": "the ωB97M-V functional and the def2-TZVPD basis",
  "gap_ev": 8.362,
  "charge": 1,
  "lumo_energy_ha": -0.206,
  "de_lowest_ev": 1.864,
  "homo_energy_ev": -13.9613,
  "max_force_ev_per_a": 2.25,
  "species": ["O", "C", "O", "C", "H", "H", "H", "H", "C", "C", "C", "N", "H", "H", "H", "H", "H", "H"],
  "xyz": [[1.96, -0.72, 2.75], [0.93, -0.85, 2.11], [0.87, -1.50, 0.89], [-0.45, -0.45, 2.54], [1.72, -1.98, 0.83], [-1.14, -1.18, 2.11], [-0.63, 0.56, 2.20], [-0.44, -0.49, 3.62], [0.52, 0.78, -1.62], [1.02, 1.37, -2.73], [-1.64, -0.16, -0.82], [-0.92, 0.65, -1.54], [1.13, 0.25, -0.82], [0.30, 1.85, -3.42], [2.10, 1.59, -2.82], [-2.71, -0.03, -0.86], [-1.20, -0.94, -0.22], [-1.43, 1.23, -2.19]],
  "nbo_charge": [-0.54, 0.78, -0.75, -0.73, 0.51, 0.22, 0.24, 0.27, -0.10, -0.29, 0.12, -0.40, 0.27, 0.22, 0.26, 0.23, 0.25, 0.44]
}

---

Record 10
{
  "formula": "C5H10NO2",
  "method": "the ωB97M-V functional and the def2-TZVPD basis",
  "gap_ev": [10.620, 6.347],
  "charge": 2,
  "lumo_energy_ha": [-0.348, -0.489],
  "de_lowest_ev": 2.124,
  "spin_multiplicity": 2,
  "homo_energy_ev": [-20.0809, -19.6463],
  "max_force_ev_per_a": 6.74,
  "species": ["O", "C", "O", "C", "C", "C", "C", "N", "H", "H", "H", "H", "H", "H", "H", "H", "H", "H"],
  "xyz": [[-0.14, 0.07, 1.25], [-1.26, 0.14, 0.74], [-2.44, 0.28, 1.35], [-1.52, -0.25, -0.60], [-0.36, -0.35, -1.68], [0.83, 0.22, -1.08], [2.02, -0.35, -0.74], [2.64, 0.25, 0.45], [-2.30, 0.69, 2.29], [-1.89, -1.40, -0.48], [-2.37, 0.23, -1.21], [-0.15, -1.52, -1.97], [-0.83, 0.05, -2.72], [0.72, 1.32, -0.85], [2.36, -1.37, -1.03], [1.83, 0.50, 1.09], [3.35, 0.97, 0.13], [3.21, -0.52, 0.96]],
  "nbo_charge": [-0.56, 0.80, -0.58, -0.53, -0.53, 0.07, 0.17, -0.76, 0.54, 0.34, 0.32, 0.27, 0.38, 0.26, 0.28, 0.51, 0.50, 0.50]
}

---

Record 11
{
  "formula": "C5H10NO2P",
  "method": "the ωB97M-V functional and the def2-TZVPD basis",
  "gap_ev": [4.968, 5.837],
  "lumo_energy_ha": [0.021, -0.185],
  "de_lowest_ev": 0.956,
  "spin_multiplicity": 3,
  "homo_energy_ev": [-4.3846, -10.8781],
  "max_force_ev_per_a": 7.35,
  "species": ["C", "C", "C", "C", "C", "N", "O", "O", "P", "H", "H", "H", "H", "H", "H", "H", "H", "H", "H"],
  "xyz": [[3.01, -1.11, 0.43], [-1.26, 0.78, 1.15], [-1.19, -1.60, 0.29], [2.72, 1.15, -1.38], [-0.38, -0.43, 0.85], [3.51, -2.12, 0.64], [2.27, 1.31, 1.39], [0.55, -0.08, -0.17], [2.18, 0.46, 0.21], [-1.72, 1.14, 0.24], [-2.04, 0.51, 1.87], [-0.65, 1.57, 1.57], [-1.64, -1.29, -0.66], [-1.98, -1.88, 0.98], [-0.55, -2.45, 0.11], [2.04, 1.96, -1.63], [3.72, 1.56, -1.23], [2.72, 0.41, -2.16], [0.15, -0.74, 1.76]],
  "nbo_charge": [-0.28, -0.60, -0.61, -0.97, 0.05, -0.37, -0.96, -0.40, 1.78, 0.22, 0.23, 0.24, 0.22, 0.23, 0.24, 0.23, 0.26, 0.26, 0.21]
}

---

Record 12
{
  "formula": "C5H10NO3",
  "method": "the ωB97M-V functional and the def2-TZVPD basis",
  "gap_ev": 7.755,
  "charge": -1,
  "lumo_energy_ha": 0.133,
  "de_lowest_ev": 2.616,
  "homo_energy_ev": -4.1423,
  "max_force_ev_per_a": 3.70,
  "species": ["O", "C", "O", "C", "C", "C", "C", "N", "H", "H", "H", "H", "H", "H", "H", "H", "H", "H", "O"],
  "xyz": [[-2.36, -2.19, -1.64], [-1.38, -1.43, -1.50], [-0.87, -0.66, -2.35], [-0.64, -1.51, -0.11], [0.81, -1.20, -0.13], [1.04, 0.31, 0.30], [0.47, 1.31, -0.37], [0.85, 2.65, -0.26], [-1.35, -0.92, 0.48], [-1.10, -2.43, 0.37], [1.49, -1.79, 0.52], [1.21, -1.10, -1.15], [1.86, 0.48, 0.98], [-0.39, 1.07, -0.98], [1.07, 3.02, -1.18], [1.71, 2.81, 0.26], [-0.05, 0.81, 2.31], [-1.44, 0.16, 1.88], [-0.94, 0.60, 2.57]],
  "nbo_charge": [-0.78, 0.77, -0.80, -0.56, -0.44, -0.30, -0.02, -0.83, 0.19, 0.23, 0.19, 0.25, 0.17, 0.24, 0.36, 0.35, 0.48, 0.48, -0.97]
}

---

Record 13
{
  "formula": "C5H10NO3P",
  "method": "the ωB97M-V functional and the def2-TZVPD basis",
  "gap_ev": 8.771,
  "lumo_energy_ha": 0.018,
  "de_lowest_ev": 4.846,
  "smiles": "COC(=O)N/C=C/O.C=P",
  "homo_energy_ev": -8.2737,
  "max_force_ev_per_a": 3.26,
  "species": ["C", "O", "C", "O", "N", "C", "C", "O", "H", "H", "H", "H", "H", "H", "H", "C", "P", "H", "H", "H"],
  "xyz": [[-2.23, -1.80, 0.04], [-1.12, -1.03, 0.64], [-0.06, -1.12, -0.19], [-0.12, -1.41, -1.38], [1.03, -0.75, 0.49], [2.22, -0.42, -0.14], [3.21, 0.11, 0.59], [4.38, 0.66, 0.24], [-2.50, -2.62, 0.60], [-2.03, -2.01, -1.00], [-3.06, -1.11, 0.16], [1.12, -0.50, 1.44], [2.41, -0.43, -1.14], [3.20, 0.23, 1.63], [4.20, 0.79, -0.72], [-0.80, 2.23, -0.33], [-1.19, 1.59, 1.17], [-1.64, 2.34, -1.12], [0.20, 2.67, -0.29], [-2.45, 1.24, 0.84]],
  "nbo_charge": [-0.27, -0.53, 0.89, -0.65, -0.61, -0.14, 0.10, -0.64, 0.19, 0.24, 0.18, 0.42, 0.21, 0.16, 0.47, -0.86, 0.47, 0.24, 0.22, -0.08]
}

---

Record 14
{
  "formula": "C5H10NO5",
  "method": "the ωB97M-V functional and the def2-TZVPD basis",
  "gap_ev": 3.886,
  "charge": -1,
  "lumo_energy_ha": 0.089,
  "homo_energy_ev": -1.4565,
  "max_force_ev_per_a": 0.86,
  "species": ["C", "C", "O", "N", "C", "O", "C", "O", "O", "H", "H", "H", "H", "H", "H", "H", "C", "O", "H", "H", "H"],
  "xyz": [[2.98, -0.23, 0.72], [1.97, 0.42, -0.18], [1.99, 0.33, -1.38], [0.94, 1.10, 0.55], [1.32, 2.41, 1.06], [-0.24, 1.23, -0.21], [-1.04, 0.17, 0.17], [-0.90, -0.94, -0.22], [-2.00, 0.58, 1.03], [3.00, 0.25, 1.70], [3.96, -0.21, 0.25], [2.66, -1.26, 0.86], [0.68, 2.67, 1.90], [2.34, 2.34, 1.45], [1.25, 3.18, 0.29], [-2.06, -0.12, 1.70], [-3.38, -2.42, -1.94], [-3.74, -3.65, -2.31], [-4.11, -1.86, -1.27], [-2.42, -2.33, -1.37], [-3.22, -1.67, -2.78]],
  "nbo_charge": [-0.71, 0.68, -0.52, -0.22, -0.42, -0.40, 0.97, -0.51, -0.70, 0.21, 0.23, 0.26, 0.21, 0.20, 0.20, 0.50, -0.19, -0.98, 0.04, 0.09, 0.05]
}